[1]
This record from the Open Molecules 2025 dataset describes a gas-phase ion, C10H11N2O (charge +1) at a distorted geometry. The level of theory is the ωB97M-V functional and the def2-TZVPD basis.

Atoms and positions in Å:
O (-0.66, 4.38, -1.20)
N (-0.67, 0.91, -0.29)
N (0.92, -0.99, 0.86)
C (-0.88, -0.33, -0.46)
C (1.75, -2.05, 1.48)
C (0.03, 2.35, -2.09)
C (-0.20, -3.53, 1.27)
C (-0.25, -1.30, 0.36)
C (-0.75, 2.07, -0.88)
C (1.02, -3.29, 1.81)
C (-1.19, 3.35, -0.39)
C (-0.89, -2.48, 0.58)
C (0.02, 3.70, -2.16)
H (0.37, 4.39, -2.93)
H (1.47, -0.16, 0.50)
H (2.31, -1.59, 2.36)
H (-0.78, 3.52, 0.68)
H (-2.24, 3.43, -0.50)
H (-1.88, -2.84, 0.36)
H (2.58, -2.27, 0.76)
H (1.55, -4.04, 2.26)
H (0.58, 1.68, -2.80)
H (-0.61, -4.42, 1.62)
H (-1.62, -0.47, -1.20)

Computed properties:
- E_tot: -15565.88870 eV
- E_HOMO (alpha / beta): -10.78 / -10.78 eV
- Net charge: +1
- Orbital gap (alpha / beta): 6.033 / 6.037 eV
- Energy relative to the best compared isomer or geometry (same formula, charge and spin): 264.01 kJ/mol

Here are the Löwdin charges for atoms 1 to 2, given in e: O 0.02; N 0.18


[2]
This record from the Open Molecules 2025 dataset describes a molecular structure, C21H43AuN2P3S at a distorted geometry. The level of theory is the ωB97M-V functional and the def2-TZVPD basis.

Atoms and positions in Å:
Au (-0.64, -0.44, 0.23)
S (-1.70, 4.41, -1.13)
P (-1.01, -0.04, 2.49)
P (0.61, -0.27, -2.10)
P (0.81, -2.67, 0.56)
N (1.86, 0.84, 0.51)
N (3.92, 1.34, 1.18)
C (-0.21, -1.37, -3.33)
C (-2.66, 2.91, -3.22)
C (0.45, 0.12, 3.53)
C (-3.98, 1.37, 0.68)
C (-1.90, 1.45, 2.95)
C (5.31, 1.19, 1.60)
C (-1.96, -1.48, 3.08)
C (1.96, 2.22, 0.60)
C (2.17, -3.26, -0.52)
C (-3.06, 1.72, -3.80)
C (2.36, -0.68, -2.48)
C (-3.05, 0.53, -3.06)
C (-2.13, 1.73, -1.17)
C (-2.59, 0.54, -1.73)
C (-2.18, 2.92, -1.90)
C (0.60, 1.37, -2.93)
C (3.05, 0.35, 0.86)
C (3.23, 2.55, 1.03)
C (-3.87, 0.06, 0.95)
C (-0.34, -4.09, 0.44)
C (1.62, -2.93, 2.18)
H (-3.42, -0.41, -3.48)
H (3.01, -0.32, -1.68)
H (-1.26, -1.10, -3.45)
H (2.51, -1.76, -2.60)
H (1.00, 1.02, 3.24)
H (-0.77, -4.09, -0.57)
H (2.37, -2.15, 2.36)
H (-4.11, -0.26, 1.99)
H (-1.34, -2.38, 3.11)
H (1.80, -3.47, -1.53)
H (-0.16, 1.43, -3.72)
H (-2.97, 1.30, 2.83)
H (3.68, 3.51, 1.21)
H (0.16, -5.04, 0.61)
H (-3.43, 1.72, -4.84)
H (1.58, 1.59, -3.36)
H (5.56, 0.12, 1.68)
H (-2.35, -1.25, 4.08)
H (2.15, -3.90, 2.18)
H (-4.46, 1.71, -0.26)
H (-2.71, 3.86, -3.74)
H (2.61, -4.18, -0.12)
H (2.97, -2.51, -0.58)
H (-1.58, 2.28, 2.31)
H (0.29, -1.31, -4.30)
H (-2.62, -0.40, -1.14)
H (-0.16, -2.41, -2.96)
H (3.33, -0.70, 0.90)
H (-1.66, 1.72, 3.98)
H (5.98, 1.66, 0.87)
H (2.65, -0.19, -3.41)
H (0.89, -2.93, 3.00)
H (1.12, -0.73, 3.45)
H (-3.96, 2.16, 1.42)
H (-4.12, -0.68, 0.18)
H (-2.80, -1.67, 2.40)
H (-1.15, -3.97, 1.16)
H (5.46, 1.67, 2.58)
H (-1.73, 1.82, -0.15)
H (0.11, 0.22, 4.56)
H (-0.63, 4.66, -1.83)
H (0.36, 2.14, -2.19)
H (1.13, 2.86, 0.37)

Computed properties:
- E_tot: -67820.03921 eV
- E_HOMO (alpha / beta): -16.72 / -16.85 eV
- Net charge: +3
- 2S+1: 3
- Expectation value of S²: 2.02
- Orbital gap (alpha / beta): 7.976 / 3.752 eV
- Energy relative to the best compared isomer or geometry (same formula, charge and spin): 236.02 kJ/mol

Here are the Löwdin charges for atoms 1 to 2, given in e: Au 0.54; S 1.09


What is the energy relative to the best compared isomer or geometry (same formula, charge and spin) in the first record? 264.01 kJ/mol


Which value of energy relative to the best compared isomer or geometry (same formula, charge and spin) does entry 1 give? 264.01 kJ/mol